Entry 1
This record from the Open Molecules 2025 dataset describes 3 unconnected molecules or ions with the total composition C3H11NO3. The level of theory is ωB97M-V with the def2-TZVPD basis set.

XYZ file:
```
18
Properties=species:S:1:pos:R:3:lowdin_charge:R:1
C -1.251 1.920 0.708 -0.076
C -0.390 0.672 0.508 -0.183
C -0.212 0.288 -0.943 -0.532
N 0.401 1.213 -1.742 0.162
O -0.580 -0.792 -1.378 0.031
H -2.313 1.684 0.701 0.078
H -0.997 2.598 -0.099 0.061
H -0.983 2.410 1.642 0.074
H 0.617 0.830 0.934 0.104
H -0.589 -0.259 1.029 0.112
H 0.873 1.966 -1.272 0.101
H 0.225 1.272 -2.721 0.104
H 1.653 -1.377 1.000 0.005
H 1.905 -1.614 2.483 0.052
O 2.073 -1.004 1.756 -0.038
H -0.582 -3.776 -1.217 0.027
H 0.192 -2.591 -0.879 -0.020
O -0.042 -3.438 -0.509 -0.061
```

Summary:
LUMO energy	0.73	eV
Kohn-Sham gap	10.78	eV
highest occupied orbital energy	-10.05	eV


Entry 2
This record from the Open Molecules 2025 dataset describes 3 unconnected molecules or ions with the total composition C3H11NO3. The level of theory is ωB97M-V with the def2-TZVPD basis set.

XYZ file:
```
18
Properties=species:S:1:pos:R:3:lowdin_charge:R:1
C -0.306 -0.870 0.781 -0.342
N -0.533 0.439 0.892 -0.188
C -1.544 1.084 0.045 -0.027
C -0.230 1.184 2.103 -0.061
O -0.477 -1.491 -0.262 -0.008
H 0.195 -1.367 1.623 0.139
H -1.678 0.548 -0.880 0.085
H -1.226 2.125 -0.037 0.084
H -2.513 1.146 0.553 0.091
H -1.050 1.240 2.825 0.089
H 0.024 2.189 1.759 0.086
H 0.653 0.765 2.583 0.086
H 3.159 -0.830 -0.652 0.035
H 2.610 0.302 -1.600 0.033
O 2.376 -0.417 -1.019 -0.040
H 0.860 -2.164 -3.195 0.018
H -0.269 -2.009 -2.295 -0.012
O -0.050 -1.874 -3.221 -0.068
```

Summary:
LUMO energy	0.61	eV
Kohn-Sham gap	9.99	eV
highest occupied orbital energy	-9.39	eV


Entry 3
This record from the Open Molecules 2025 dataset describes a molecular structure, C3H11NO3. The level of theory is ωB97M-V with the def2-TZVPD basis set.

XYZ file:
```
18
Properties=species:S:1:pos:R:3:lowdin_charge:R:1
C -0.595 -0.612 -0.814 -0.116
C 0.375 -1.607 -1.387 -0.112
O 1.025 -1.065 1.472 -0.302
O 2.347 -0.862 0.952 -0.176
H 2.834 -1.643 1.241 0.072
H -1.097 -0.046 -1.600 0.100
H -1.319 -1.046 -0.129 0.104
H 0.591 -2.395 -0.674 0.068
H 1.314 -1.127 -1.666 0.077
H -0.054 -2.067 -2.280 0.078
C -1.474 2.180 0.858 -0.094
N 0.125 0.693 0.012 -0.045
O -0.445 1.996 -0.096 -0.177
H 1.083 0.770 -0.333 0.121
H 0.521 0.085 1.157 0.137
H -1.090 2.131 1.885 0.091
H -2.269 1.437 0.736 0.085
H -1.872 3.176 0.665 0.090
```

Summary:
LUMO energy	0.92	eV
Kohn-Sham gap	9.07	eV
highest occupied orbital energy	-8.14	eV


Most stable pick: entry 1. Distance to second place: 0.0228 hartree.


Entry 1
This record from the Open Molecules 2025 dataset describes 3 unconnected molecules or ions with the total composition C3H11NO3. The level of theory is ωB97M-V with the def2-TZVPD basis set.

XYZ file:
```
18
Properties=species:S:1:pos:R:3:lowdin_charge:R:1
C -0.376 -1.040 -1.196 -0.318
N 0.082 0.214 -1.133 -0.183
C 1.349 0.624 -0.565 -0.043
C -0.720 1.336 -1.668 -0.033
O 0.171 -2.016 -0.694 -0.009
H -1.313 -1.118 -1.763 0.140
H 1.912 -0.248 -0.232 0.088
H 1.265 1.234 0.337 0.097
H 1.909 1.161 -1.329 0.093
H -0.863 2.113 -0.918 0.089
H -1.731 0.955 -1.816 0.084
H -0.206 1.688 -2.558 0.091
H -0.714 -0.490 2.825 -0.009
H -1.368 0.775 2.362 0.010
O -1.373 0.176 3.114 -0.084
H 0.715 -2.361 2.283 0.058
H 0.607 -1.548 0.988 -0.004
O 0.655 -1.455 1.964 -0.068
```

Summary:
LUMO energy	0.53	eV
Kohn-Sham gap	10.64	eV
highest occupied orbital energy	-10.11	eV


Entry 2
This record from the Open Molecules 2025 dataset describes 2 unconnected molecules or ions with the total composition C3H11NO3. The level of theory is ωB97M-V with the def2-TZVPD basis set.

XYZ file:
```
18
Properties=species:S:1:pos:R:3:lowdin_charge:R:1
C -1.768 0.389 -0.403 -0.257
O -2.741 -0.216 0.471 -0.086
C -0.494 0.454 0.440 -0.269
C 0.570 1.380 -0.231 -0.261
O 1.912 1.089 0.124 -0.072
N 0.212 -0.939 0.142 -0.003
H -2.120 1.423 -0.755 0.145
H -1.666 -0.221 -1.244 0.086
H -3.583 -0.229 -0.022 0.096
H -0.724 0.685 1.561 0.180
H 0.293 1.312 -1.326 0.123
H 0.359 2.488 0.086 0.147
H 2.128 0.222 -0.261 0.047
H -0.033 -1.270 -0.836 0.108
H -0.459 -1.554 0.652 0.090
H 3.129 -1.762 1.169 0.046
H 2.004 -1.540 0.226 -0.017
O 2.982 -1.713 0.209 -0.104
```

Summary:
LUMO energy	0.54	eV
Kohn-Sham gap	10.75	eV
highest occupied orbital energy	-10.21	eV


Most stable pick: entry 1. Distance to second place: 0.0598 hartree.


Entry 1
This record from the Open Molecules 2025 dataset describes 2 unconnected molecules or ions with the total composition C4H13N2O2. The level of theory is ωB97M-V with the def2-TZVPD basis set.

XYZ file:
```
21
Properties=species:S:1:pos:R:3:lowdin_charge:R:1
O -1.457 0.624 1.183 0.080
C -0.968 -0.487 1.250 -0.509
N -1.148 -1.320 2.294 0.190
C 0.083 -0.874 0.235 -0.068
N 0.190 0.124 -0.841 0.037
C 0.801 1.493 -0.438 -0.113
C 2.220 1.249 0.056 -0.088
H -0.976 -2.317 2.288 0.122
H -1.963 -1.207 2.885 0.131
H 1.084 -1.030 0.646 0.139
H -0.097 -1.868 -0.180 0.144
H -0.742 0.466 -1.059 0.121
H 0.759 -0.262 -1.584 0.178
H 0.297 1.784 0.470 0.115
H 0.870 2.071 -1.351 0.137
H 2.307 0.936 1.099 0.086
H 2.853 2.141 0.124 0.094
H 2.830 0.604 -0.582 0.088
H -2.613 -1.426 -1.976 0.072
H -2.383 0.036 -2.445 0.073
O -1.948 -0.739 -2.072 -0.029
```

Summary:
LUMO energy	-2.94	eV
charge	+1
Kohn-Sham gap	11.43	eV
highest occupied orbital energy	-14.36	eV


Entry 2
This record from the Open Molecules 2025 dataset describes 2 unconnected molecules or ions with the total composition C4H13N2O2. The level of theory is ωB97M-V with the def2-TZVPD basis set.

XYZ file:
```
21
Properties=species:S:1:pos:R:3:lowdin_charge:R:1
N -0.335 1.700 0.337 0.084
C -0.570 0.844 1.442 -0.233
C 0.673 0.196 2.051 -0.146
N 1.249 -0.564 0.941 0.009
C 0.484 -1.594 0.338 0.149
C 0.112 -1.345 -1.110 -0.150
O -1.183 -0.748 -1.373 -0.076
H -0.196 2.688 0.475 0.107
H -1.769 -1.060 -0.660 0.121
H -0.054 1.377 -0.574 0.050
H -1.011 -0.067 0.910 0.102
H -1.441 1.150 2.035 0.140
H 1.358 1.008 2.311 0.133
H 0.494 -0.450 2.929 0.135
H 2.235 -0.800 1.053 0.162
H 0.701 -2.550 0.812 0.151
H 0.792 -0.633 -1.595 0.139
H 0.118 -2.347 -1.550 0.141
H -0.804 1.603 -3.477 0.058
H -0.636 0.406 -2.454 -0.025
O -0.219 1.186 -2.842 -0.051
```

Summary:
LUMO energy	-7.76	eV
charge	+1
Kohn-Sham gap	5.42	eV
highest occupied orbital energy	-13.18	eV


Entry 3
This record from the Open Molecules 2025 dataset describes 2 unconnected molecules or ions with the total composition C4H13N2O2. The level of theory is ωB97M-V with the def2-TZVPD basis set.

XYZ file:
```
21
Properties=species:S:1:pos:R:3:lowdin_charge:R:1
O -2.754 0.113 -0.265 0.090
C -2.087 0.630 0.593 -0.209
C -1.030 -0.273 1.229 -0.264
C -0.188 -0.966 0.073 -0.119
C 1.022 -0.137 -0.334 -0.221
N 0.893 1.324 -0.286 0.127
N -0.132 0.603 2.080 0.005
H -2.035 1.704 0.734 0.125
H -1.442 -1.082 1.870 0.158
H -0.819 -1.233 -0.798 0.108
H 0.172 -1.970 0.370 0.134
H 1.609 -0.451 -1.158 0.091
H 1.810 -0.361 0.444 0.143
H 1.834 1.785 -0.467 0.191
H 0.281 1.609 -1.090 0.185
H -0.685 1.253 2.617 0.088
H 0.615 0.159 2.620 0.110
H 0.704 1.628 0.768 0.171
H 0.736 -0.745 -3.426 0.065
H 0.861 -2.248 -2.894 0.073
O 0.636 -1.339 -2.678 -0.050
```

Summary:
LUMO energy	-3.35	eV
charge	+1
Kohn-Sham gap	10.43	eV
highest occupied orbital energy	-13.78	eV


Most stable pick: entry 1. Distance to second place: 0.0571 hartree.


Entry 1
This record from the Open Molecules 2025 dataset describes 2 unconnected molecules or ions with the total composition CH8N3O. The level of theory is ωB97M-V with the def2-TZVPD basis set.

XYZ file:
```
13
Properties=species:S:1:pos:R:3:lowdin_charge:R:1
N 1.333 0.456 -0.140 0.212
C 0.603 -0.660 -0.101 -0.472
N -0.659 -0.637 -0.485 0.220
N 1.156 -1.804 0.335 0.199
H 2.217 0.417 0.344 0.134
H 0.860 1.347 -0.057 0.122
H -1.142 -1.491 -0.709 0.140
H -1.175 0.231 -0.441 0.085
H 2.105 -2.067 0.111 0.138
H 0.550 -2.608 0.391 0.127
H -1.988 2.456 1.014 0.071
H -2.220 2.333 -0.485 0.069
O -1.640 2.027 0.224 -0.045
```

Summary:
LUMO energy	-3.06	eV
charge	+1
Kohn-Sham gap	12.49	eV
highest occupied orbital energy	-15.55	eV


Entry 2
This record from the Open Molecules 2025 dataset describes 2 unconnected molecules or ions with the total composition CH8N3O. The level of theory is ωB97M-V with the def2-TZVPD basis set.

XYZ file:
```
13
Properties=species:S:1:pos:R:3:lowdin_charge:R:1
N -1.439 -1.448 0.989 0.273
H -2.020 -0.728 0.549 0.139
H -0.411 -1.171 0.767 0.069
H -1.668 -1.518 1.979 0.146
H -1.658 -2.340 0.547 0.146
N 1.675 0.751 -1.416 0.206
C 0.853 0.416 -0.416 -0.607
N -0.052 1.382 0.008 0.158
O 0.891 -0.714 0.088 0.006
H 1.617 1.645 -1.864 0.119
H 2.217 0.039 -1.866 0.129
H -0.168 1.397 1.008 0.110
H 0.162 2.290 -0.372 0.104
```

Summary:
LUMO energy	-3.43	eV
charge	+1
Kohn-Sham gap	11.38	eV
highest occupied orbital energy	-14.81	eV


Most stable pick: entry 2. Distance to second place: 0.0047 hartree.


Entry 1
This record from the Open Molecules 2025 dataset describes a molecular structure, C2H5N3OS2. The level of theory is ωB97M-V with the def2-TZVPD basis set.

XYZ file:
```
13
Properties=species:S:1:pos:R:3:lowdin_charge:R:1
C -0.304 -0.513 -0.789 -0.887
C 1.328 1.431 0.034 -0.184
H -1.724 -3.159 1.227 0.044
H -1.677 -1.881 -1.325 0.105
H -0.671 0.730 1.766 0.161
H 0.904 2.475 0.099 0.133
H 3.377 1.613 -0.063 0.056
N -1.343 -1.296 -0.505 -0.457
N 0.110 0.658 -0.025 -0.195
N 2.600 0.884 -0.006 0.075
O -0.893 1.223 0.804 -0.125
S -2.016 -1.429 1.105 0.664
S 0.309 -0.736 -2.323 0.611
```

Summary:
LUMO energy	-0.61	eV
Kohn-Sham gap	7.84	eV
highest occupied orbital energy	-8.44	eV


Entry 2
This record from the Open Molecules 2025 dataset describes C2H5N3OS2 in the gas phase. The level of theory is ωB97M-V with the def2-TZVPD basis set.

XYZ file:
```
13
Properties=species:S:1:pos:R:3:lowdin_charge:R:1
C 0.364 -0.492 0.310 -0.910
C 0.859 1.837 -0.505 -0.261
H -2.774 -0.666 0.370 -0.091
H -0.418 -2.021 1.068 0.106
H -1.179 1.024 -1.832 0.100
H 0.687 2.462 -1.511 0.165
H 1.416 3.413 0.397 0.124
N -0.486 -1.540 0.097 -0.424
N 0.319 0.553 -0.625 -0.172
N 1.371 2.254 0.654 0.004
O -0.372 0.447 -1.863 -0.141
S -1.920 -1.139 -0.649 0.799
S 1.262 -0.406 1.692 0.701
```

Summary:
LUMO energy	0.19	eV
Kohn-Sham gap	8.68	eV
highest occupied orbital energy	-8.49	eV


Most stable pick: entry 2. Distance to second place: 0.0366 hartree.


Entry 1
This record from the Open Molecules 2025 dataset describes a molecular structure, C2H3ClO2S. The level of theory is ωB97M-V with the def2-TZVPD basis set.

XYZ file:
```
9
Properties=species:S:1:pos:R:3:lowdin_charge:R:1
C 0.169 -0.739 0.665 -0.362
C -0.854 -0.353 -0.277 -1.042
O 1.413 1.232 -0.617 -0.407
O -0.660 -0.129 -1.433 -0.007
S 0.626 1.022 0.793 0.962
Cl -2.478 -0.166 0.325 0.688
H 0.005 -1.095 1.584 0.043
H 0.910 -1.356 0.258 0.093
H 0.870 1.584 -1.298 0.031
```

Summary:
LUMO energy	0.61	eV
Kohn-Sham gap	10.07	eV
highest occupied orbital energy	-9.46	eV


Entry 2
This record from the Open Molecules 2025 dataset describes C2H3ClO2S in the gas phase. The level of theory is ωB97M-V with the def2-TZVPD basis set.

XYZ file:
```
9
Properties=species:S:1:pos:R:3:lowdin_charge:R:1
C -0.161 -0.670 0.951 -0.176
C 1.477 -0.225 -0.319 -0.884
O 0.527 -2.697 -0.569 -0.484
O 1.261 -0.107 -1.625 -0.048
S 1.120 -1.834 0.436 0.846
Cl 2.430 1.178 0.340 0.602
H 0.084 0.105 1.605 -0.007
H -1.139 -0.878 0.534 0.047
H 0.908 0.776 -1.757 0.104
```

Summary:
LUMO energy (spin up / spin down)	0.11 / 0.11	eV
Kohn-Sham gap (spin up / spin down)	8.51 / 8.51	eV
highest occupied orbital energy (spin up / spin down)	-8.40 / -8.40	eV


Most stable pick: entry 1. Distance to second place: 0.1067 hartree.